Version i
# C21H21N3O5S

2 unconnected molecules or ions with the total composition C21H21N3O5S (wB97M-V/def2-TZVPD, the Open Molecules 2025 dataset).

Last column: Mulliken charge in e.
Atoms and positions in Å:
O  -1.25830  -1.18129  -3.32465  -0.6362
C  -1.82724  -1.52575  -2.29833  0.3760
C  -1.59722  -2.72880  -1.45917  0.2647
C  -0.67903  -3.75724  -1.61358  -0.4040
C  -0.69323  -4.79200  -0.66765  -0.5689
C  -1.61212  -4.77647  0.39829  -0.4508
C  -2.51893  -3.71835  0.54577  -0.4682
C  -2.48581  -2.70412  -0.39776  0.0852
C  -3.28464  -1.45688  -0.46497  0.3893
O  -4.11452  -1.02243  0.32173  -0.6498
N  -2.85363  -0.83148  -1.64742  0.3272
C  -3.34100  0.47528  -2.08228  -1.2342
C  -2.57473  1.59895  -1.39989  0.3414
C  -3.07219  3.01008  -1.77630  -0.7593
C  -1.80076  3.88273  -1.78909  -0.6082
C  -0.62111  2.88850  -1.91774  -0.6142
N  -1.19302  1.57770  -1.77930  0.0775
H  0.01347  -3.73511  -2.45189  0.5069
H  0.00694  -5.62370  -0.75145  0.4053
H  -1.61350  -5.59897  1.11353  0.3951
H  -3.24425  -3.66732  1.35394  0.4774
H  -3.16666  0.53121  -3.16197  0.4238
H  -4.40926  0.52825  -1.84988  0.2800
H  -2.67240  1.45913  -0.29472  0.1784
H  -3.50682  2.97751  -2.78387  0.3622
H  -3.83941  3.37709  -1.08618  0.3579
H  -1.80926  4.59717  -2.61677  0.3000
H  -1.70603  4.44007  -0.84780  0.2708
H  -0.12965  2.98005  -2.90108  0.3245
H  0.15042  3.07158  -1.15217  0.2061
H  -0.60367  0.84377  -1.39935  -0.0076
C  3.17810  0.88993  5.47270  -1.3489
C  3.25787  0.65043  3.99013  0.9603
C  3.50388  1.72565  3.13122  -0.6072
C  3.58611  1.52700  1.75840  -0.4474
C  3.34904  0.24898  1.25086  0.2418
S  3.44378  -0.01135  -0.49935  1.1739
O  4.17426  1.08226  -1.07668  -0.6139
O  3.78047  -1.38820  -0.73494  -0.6236
N  1.65366  0.20781  -1.06428  -0.5171
C  1.42797  0.35645  -2.26111  0.9451
O  1.24282  0.48916  -3.42232  -0.4831
C  3.20707  -0.85360  2.09429  -0.4968
C  3.12868  -0.64005  3.46507  -0.6811
H  3.00266  -0.04891  6.00846  0.3494
H  4.11092  1.32791  5.85497  0.3233
H  2.36755  1.58673  5.72853  0.3228
H  3.64786  2.72203  3.55392  0.3709
H  3.84321  2.34844  1.09549  0.4553
H  3.17076  -1.86078  1.68851  0.4484
H  2.98089  -1.47907  4.14813  0.2794

## Properties
- SMILES string = O=C1c2ccccc2C(=O)N1C[C@@H]1CCCN1.Cc1ccc(S(=O)(=O)N=C=O)cc1
- frontier orbital gap (Ha) = 0.2847



Version ii
# C21H21N3O5S

C21H21N3O5S in the gas phase (wB97M-V/def2-TZVPD, the Open Molecules 2025 dataset).

Last column: Mulliken charge in e.
Atoms and positions in Å:
C  -4.89124  -1.04384  -1.45222  -1.1330
C  -3.50566  -0.99423  -2.06720  -0.2681
O  -2.55781  -1.39973  -1.07886  -0.3066
C  -1.29164  -1.03606  -1.26952  0.2563
O  -0.90971  -0.39592  -2.22198  -0.6862
C  -0.39744  -1.49995  -0.17921  0.2871
C  -0.89205  -1.89336  1.05956  -0.7056
C  -0.00481  -2.27010  2.05176  -0.9847
C  1.35915  -2.24969  1.82055  -0.5865
C  1.85607  -1.86559  0.57636  0.4274
N  3.24362  -1.82125  0.39936  -0.0595
C  3.92143  -1.55284  -0.74770  0.4554
O  3.44706  -1.51590  -1.85755  -0.5995
C  5.39772  -1.26505  -0.51415  -0.8637
S  5.61398  0.25878  0.49324  -0.1756
C  4.43129  1.27679  -0.27949  0.4324
N  4.62433  2.38851  -0.90715  -0.5159
N  3.41353  2.83890  -1.27474  -0.4311
C  2.53779  1.98015  -0.85994  -0.1437
C  1.06288  2.04430  -1.01698  -0.0137
O  0.50712  1.80263  0.25703  -0.3796
C  -0.85528  1.79038  0.38872  0.5906
C  -1.74757  2.10200  -0.62600  -0.6806
C  -3.11133  2.06723  -0.38009  -0.6374
C  -3.58793  1.71350  0.86684  -0.8411
C  -2.69263  1.40482  1.87850  -0.4693
C  -1.32703  1.44553  1.66389  1.1499
C  -0.34559  1.15987  2.75718  -1.4373
O  3.11728  0.95723  -0.20486  0.0793
C  0.96971  -1.49649  -0.42590  -0.0024
H  -5.62911  -0.74189  -2.18973  0.4022
H  -4.94043  -0.37210  -0.59959  0.1720
H  -5.11604  -2.05252  -1.11648  0.3541
H  -3.25072  0.01567  -2.40425  0.2986
H  -3.42679  -1.67471  -2.92288  0.3611
H  -1.95475  -1.88493  1.23801  0.5175
H  -0.37466  -2.57104  3.02023  0.4067
H  2.04554  -2.52652  2.60867  0.4118
H  3.78507  -1.86746  1.25295  0.2724
H  5.89196  -2.05623  0.04779  0.4286
H  5.89626  -1.11684  -1.47183  0.4250
H  0.72604  1.28234  -1.73694  0.2208
H  0.81145  3.04356  -1.39370  0.5423
H  -1.39456  2.36557  -1.61003  0.3351
H  -3.79864  2.32285  -1.17323  0.4801
H  -4.65043  1.68756  1.05872  0.5304
H  -3.06116  1.13315  2.85725  0.3911
H  0.13121  2.08643  3.07649  0.3713
H  0.43681  0.49600  2.39639  0.1189
H  -0.83935  0.70736  3.61300  0.3787
H  1.32705  -1.20685  -1.40030  0.8235

## Properties
- SMILES string = CCOC(=O)c1cccc(NC(=O)CSc2nnc(COc3ccccc3C)o2)c1
- frontier orbital gap (Ha) = 0.3240



Most stable of them? version ii.



Version i
# C9H11NO

C9H11NO in the gas phase (wB97M-V/def2-TZVPD, the Open Molecules 2025 dataset).

Last column: Mulliken charge in e.
Atoms and positions in Å:
C  -2.13100  -2.40989  0.06975  -1.1178
C  -1.19267  -1.49970  -0.00708  0.5374
O  0.13225  -1.56559  -0.08123  -0.4175
C  0.81116  -0.30406  -0.04572  1.7356
C  1.64850  -0.24068  1.23756  -1.6019
C  1.70928  -0.23697  -1.28506  -1.6090
C  -0.23637  0.80129  -0.04412  0.0678
C  0.19413  2.22831  0.00860  -1.6150
C  -1.48315  0.35979  -0.02943  0.5224
C  -2.77043  0.84543  -0.00877  -0.0829
N  -3.85825  1.22141  -0.00735  -0.5086
H  -1.88497  -3.45718  0.09421  0.3069
H  -3.16754  -2.13967  0.10892  0.2770
H  2.38117  -1.04393  1.23420  0.4076
H  1.00241  -0.35953  2.10657  0.3859
H  2.16238  0.71557  1.30160  0.3833
H  2.35285  0.63892  -1.25139  0.3920
H  1.10350  -0.20237  -2.18824  0.3794
H  2.32655  -1.13157  -1.31932  0.4165
H  1.12353  2.38320  -0.53421  0.3592
H  0.35548  2.52237  1.04709  0.3198
H  -0.57878  2.87486  -0.40656  0.4618

## Properties
- SMILES string = C=C1OC(C)(C)C(C)=C1C#N
- frontier orbital gap (Ha) = 0.3513



Version ii
# C9H11NO

C9H11NO in the gas phase (wB97M-V/def2-TZVPD, the Open Molecules 2025 dataset).

Last column: Mulliken charge in e.
Atoms and positions in Å:
C  -1.31327  -2.53565  -0.79311  -1.3331
C  -0.50791  -1.72479  0.26194  -0.6550
C  -0.99703  -0.35201  0.47387  1.5271
O  -2.19238  -0.17252  1.14220  -0.6058
C  -0.95157  0.50338  -0.89799  -1.0596
C  0.25736  1.23736  -0.33936  0.7806
C  1.41671  1.91372  -0.76853  -0.7734
C  2.36372  2.09518  0.20314  -0.1186
C  2.22018  1.44417  1.40937  -0.4062
N  1.13495  0.66532  1.76056  -0.7039
C  0.21548  0.60576  0.86302  -0.4280
H  -2.36227  -2.32774  -0.80388  0.3773
H  -1.38914  -3.66401  -0.63683  0.3244
H  -1.01254  -2.39423  -1.79050  0.3706
H  0.58393  -1.66280  -0.03539  0.3075
H  -0.31046  -2.17273  1.25177  0.4572
H  -2.46325  0.77108  1.19804  0.4060
H  -1.79306  1.10709  -1.20583  0.3086
H  -0.74833  -0.13919  -1.76717  0.1515
H  1.54330  2.42505  -1.71435  0.3844
H  3.26217  2.76607  0.10894  0.3142
H  3.04340  1.61150  2.08009  0.3741

## Properties
- SMILES string = CC[C@]1(O)Cc2cccnc21
- frontier orbital gap (Ha) = 0.3614



Most stable of them? version ii.



Version i
# C10H20N2O4

C10H20N2O4 in the gas phase (wB97M-V/def2-TZVPD, the Open Molecules 2025 dataset).

Last column: Mulliken charge in e.
Atoms and positions in Å:
C  -4.96758  -1.28501  0.89587  -1.0405
C  -4.52630  -1.10322  -0.55513  -0.2873
O  -4.40227  0.25056  -0.94624  -0.4078
C  -3.11180  0.80692  -0.89430  -0.5310
C  -2.58768  1.08480  0.51940  -0.1940
C  -1.37564  2.02119  0.51294  -1.0648
N  -0.23503  1.47246  -0.18588  -0.1842
C  0.62971  0.62977  0.45080  0.6075
O  0.62135  0.44489  1.64990  -0.7021
N  1.50578  -0.01409  -0.39745  -0.3165
C  2.68131  -0.64639  0.15683  0.3121
C  2.80004  -2.10157  -0.30724  -1.6516
C  3.92058  0.12486  -0.27915  0.5633
O  3.92266  0.94230  -1.16425  -0.5951
O  4.99708  -0.23312  0.41435  -0.3058
C  6.21710  0.41037  0.06420  -0.6709
H  -4.19537  -0.97049  1.59155  0.2669
H  -5.86178  -0.69544  1.07978  0.2591
H  -5.19348  -2.33302  1.07576  0.3736
H  -3.58492  -1.63867  -0.73754  0.3011
H  -5.29467  -1.52402  -1.21367  0.3357
H  -2.40442  0.15672  -1.43397  0.3453
H  -3.20390  1.75258  -1.43900  0.2612
H  -2.29556  0.15192  1.00359  0.2291
H  -3.38604  1.54640  1.10208  0.3766
H  -1.63413  2.97733  0.05097  0.4394
H  -1.05432  2.19262  1.54277  0.3404
H  -0.27902  1.44902  -1.19147  0.2588
H  1.66179  0.39912  -1.30759  0.3095
H  2.59101  -0.60971  1.24836  0.3895
H  2.88220  -2.14557  -1.39124  0.3486
H  1.91526  -2.65147  0.00025  0.3913
H  3.67843  -2.56071  0.13684  0.4119
H  6.96342  0.04791  0.76561  0.2327
H  6.10867  1.49351  0.14232  0.2964
H  6.49751  0.15725  -0.96006  0.3017

## Properties
- SMILES string = CCOCCCNC(=O)N[C@@H](C)C(=O)OC
- frontier orbital gap (Ha) = 0.3713



Version ii
# C10H20N2O4

C10H20N2O4 in the gas phase (wB97M-V/def2-TZVPD, the Open Molecules 2025 dataset).

Last column: Mulliken charge in e.
Atoms and positions in Å:
C  -1.65393  2.82960  -2.51957  -1.3840
C  -1.24166  1.47499  -1.89222  -0.2689
C  0.27126  1.28289  -1.75667  0.4464
C  1.01305  1.59820  -3.06279  -1.7997
C  0.69257  -0.08065  -1.18020  -0.5191
N  -0.02822  -0.36199  0.05772  0.1168
C  -0.20138  -1.65117  0.52797  0.5589
O  0.17781  -2.61062  -0.09740  -0.7367
C  -0.98329  -1.72776  1.81603  -0.0225
N  -1.09584  -3.09868  2.22206  -0.5548
C  -0.45689  -0.82828  2.98694  -0.1110
C  0.96269  -1.09289  3.33349  -1.2849
O  -0.62598  0.50448  2.54936  -0.5990
C  2.16693  -0.22144  -0.77404  0.4879
O  2.89380  0.70290  -0.60706  -0.5753
O  2.65926  -1.43097  -0.55312  -0.5230
H  -1.21791  3.64739  -1.94170  0.3603
H  -1.22573  2.95232  -3.50954  0.3295
H  -2.74961  2.99160  -2.46735  0.3618
H  -1.66280  1.45039  -0.89807  0.2928
H  -1.66789  0.69175  -2.56716  0.2895
H  0.62692  1.97952  -0.99781  0.2228
H  2.07665  1.58744  -2.89256  0.4718
H  0.80090  2.61270  -3.37730  0.4444
H  0.65124  0.92921  -3.86435  0.3472
H  0.41902  -0.83369  -1.93822  0.4064
H  -0.07626  0.37116  0.74714  0.4699
H  -1.95244  -1.20167  1.66881  0.0855
H  -1.83596  -3.24003  2.89970  0.2456
H  -1.17578  -3.66339  1.41648  0.2404
H  -1.06274  -1.03889  3.87687  0.4731
H  1.06536  -2.17005  3.48036  0.3637
H  1.61283  -0.86535  2.44070  0.1611
H  1.28525  -0.50640  4.19535  0.4613
H  -0.38741  1.09280  3.28563  0.3441
H  1.92621  -2.07545  -0.60748  0.3977

## Properties
- SMILES string = CC[C@H](C)[C@H](NC(=O)[C@@H](N)[C@@H](C)O)C(=O)O
- frontier orbital gap (Ha) = 0.3641



Most stable of them? version ii.